[1]
{"formula": "C9H14", "method": "ωB97M-V/def2-TZVPD", "symbols": ["C", "C", "C", "C", "C", "C", "C", "H", "H", "H", "H", "H", "H", "H", "H", "C", "C", "H", "H", "H", "H", "H", "H"], "coordinates": [[0.4762, 2.5282, -0.1668], [1.1889, -1.0931, -2.2515], [-0.0351, -0.9015, -1.6659], [2.2621, -0.2131, -2.0581], [-0.2917, 0.3497, -1.0857], [2.0432, 0.9377, -1.3368], [0.7426, 1.2773, -0.9777], [1.3089, -2.0602, -2.6710], [-0.6692, -1.7956, -1.5889], [3.2799, -0.3019, -2.3958], [-1.3307, 0.5938, -0.7247], [2.7484, 1.8342, -1.2127], [-0.4650, 2.7275, 0.2070], [0.4833, 3.4097, -0.8751], [1.2518, 2.6187, 0.5242], [-1.3055, -0.5654, 2.5258], [-1.9249, -1.8913, 2.0066], [-0.3554, -0.4311, 1.9939], [-2.0146, 0.2730, 2.3635], [-1.0745, -0.7077, 3.5809], [-2.8754, -1.9604, 2.5936], [-1.1924, -2.6870, 2.2475], [-2.2507, -1.9414, 0.9679]], "lumo_ev": 1.0, "total_charge": 0, "smiles": "Cc1ccccc1.CC", "orbital_gap_ev": 9.994, "total_energy_ha": -351.2874}

[2]
{"formula": "C9H14", "method": "ωB97M-V/def2-TZVPD", "symbols": ["C", "C", "C", "C", "C", "C", "C", "H", "H", "H", "H", "H", "H", "H", "H", "C", "C", "H", "H", "H", "H", "H", "H"], "coordinates": [[2.4918, -1.6829, -0.0596], [0.9461, 2.3641, -0.8161], [1.6702, 1.6011, -1.8279], [0.8935, 1.6598, 0.4195], [2.0366, 0.2836, -1.5796], [1.2208, 0.3341, 0.7579], [1.9087, -0.2638, -0.2864], [0.7748, 3.3824, -0.7372], [2.0901, 2.1347, -2.6716], [0.5150, 2.3335, 1.3282], [2.3234, -0.4621, -2.3950], [1.0774, -0.1679, 1.7345], [3.3773, -1.7217, 0.4861], [2.8800, -2.1886, -0.9597], [1.6679, -2.2277, 0.4571], [-2.9933, -1.2597, 1.1487], [-3.4659, -0.0451, 0.3574], [-3.5255, -1.5049, 2.1215], [-3.2580, -2.1544, 0.6584], [-1.8958, -1.2099, 1.4064], [-4.4642, 0.0458, 0.4358], [-3.1052, 0.8807, 0.6855], [-3.1659, -0.1313, -0.6638]], "lumo_ev": 1.0, "total_charge": 0, "smiles": "Cc1ccccc1.CC", "orbital_gap_ev": 9.949, "total_energy_ha": -351.2561}

[3]
{"formula": "C9H14", "method": "ωB97M-V/def2-TZVPD", "symbols": ["C", "C", "H", "H", "H", "H", "H", "H", "C", "C", "C", "C", "C", "C", "C", "H", "H", "H", "H", "H", "H", "H", "H"], "coordinates": [[2.2329, -0.0803, -2.1687], [2.4665, -1.0104, -1.0098], [2.1686, 0.9673, -1.7755], [3.2823, -0.1558, -2.7076], [1.4647, -0.3962, -2.8867], [1.6811, -0.9372, -0.2560], [2.6416, -2.0878, -1.2828], [3.4035, -0.6886, -0.5129], [-1.1031, -2.1501, 1.1617], [-0.8024, 2.0812, 0.0819], [-0.5374, 1.7265, 1.3495], [-0.9162, 0.9754, -0.9141], [-0.8283, 0.3385, 1.7450], [-0.8377, -0.3264, -0.4972], [-0.8438, -0.6926, 0.8665], [-1.0227, 3.1304, -0.1122], [-0.2435, 2.2301, 2.2540], [-1.3107, 1.2416, -1.8722], [-0.7050, 0.1130, 2.7728], [-0.5720, -1.0269, -1.2853], [-1.3137, -2.6732, 0.1730], [-2.0882, -2.2838, 1.8172], [-0.3692, -2.6033, 1.9854]], "lumo_ev": 1.0, "total_charge": 0, "smiles": "Cc1ccccc1.CC", "orbital_gap_ev": 9.936, "total_energy_ha": -351.2517}

[4]
{"formula": "C9H14", "method": "ωB97M-V/def2-TZVPD", "symbols": ["C", "C", "H", "H", "H", "H", "H", "H", "C", "C", "C", "C", "C", "C", "C", "H", "H", "H", "H", "H", "H", "H", "H"], "coordinates": [[1.7977, -0.8473, 1.5507], [0.4797, -1.4850, 1.3621], [2.3192, -0.7825, 2.5454], [2.4762, -1.3813, 0.7283], [1.8107, 0.1648, 1.2188], [0.4017, -2.1113, 0.5223], [-0.3842, -0.7472, 1.2232], [0.2866, -1.9938, 2.3478], [0.4446, 2.4151, -0.0377], [-0.2505, -0.8663, -1.8806], [0.2823, 0.4557, -1.5409], [-1.5916, -1.0187, -1.5069], [-0.3214, 1.2446, -0.5690], [-2.2542, -0.1619, -0.5825], [-1.6142, 0.9035, -0.0524], [0.0883, -1.6428, -2.5000], [1.3868, 0.5242, -1.6601], [-2.1070, -1.9464, -1.7521], [-3.3084, -0.4106, -0.4122], [0.9137, 2.7913, -0.9473], [1.1771, 2.2289, 0.7339], [-1.8625, 1.4674, 0.8527], [-0.1707, 3.1998, 0.3566]], "lumo_ev": 1.0, "total_charge": 0, "smiles": "Cc1ccccc1.CC", "orbital_gap_ev": 10.009, "total_energy_ha": -351.2666}

[5]
{"formula": "C9H14", "method": "ωB97M-V/def2-TZVPD", "symbols": ["C", "C", "H", "H", "H", "H", "H", "H", "C", "C", "C", "C", "C", "C", "C", "H", "H", "H", "H", "H", "H", "H", "H"], "coordinates": [[-3.6030, 2.2701, 1.8382], [-2.5143, 1.4577, 1.1560], [-3.1720, 2.9301, 2.5804], [-4.0186, 3.0134, 1.1657], [-4.3525, 1.6911, 2.3666], [-2.2947, 1.8211, 0.1657], [-2.7218, 0.3953, 1.1025], [-1.5501, 1.4736, 1.6793], [3.5722, -1.9095, -0.3174], [-0.1622, -0.0135, -1.1975], [0.8156, -0.0790, -2.1695], [-0.0250, -0.7121, -0.0188], [1.9839, -0.7959, -1.9260], [1.1710, -1.3806, 0.2580], [2.2080, -1.3441, -0.6621], [-1.0648, 0.5618, -1.3278], [0.7362, 0.3282, -3.1690], [-0.7662, -0.7253, 0.7626], [2.6388, -1.0096, -2.7634], [1.3854, -1.9063, 1.1764], [4.3556, -1.3787, -0.8566], [3.5447, -2.9660, -0.5619], [3.8336, -1.7218, 0.7187]], "lumo_ev": 1.0, "total_charge": 0, "smiles": "Cc1ccccc1.CC", "orbital_gap_ev": 10.027, "total_energy_ha": -351.3094}

[6]
{"formula": "C9H14", "method": "ωB97M-V/def2-TZVPD", "symbols": ["C", "C", "H", "H", "H", "H", "H", "H", "C", "C", "C", "C", "C", "C", "C", "H", "H", "H", "H", "H", "H", "H", "H"], "coordinates": [[-2.2374, -0.1023, 0.8421], [-1.5330, -1.0197, 1.8585], [-2.8995, 0.5957, 1.3533], [-1.5637, 0.6519, 0.4255], [-2.7201, -0.7472, 0.1240], [-1.4554, -2.0583, 1.5408], [-2.2182, -1.0693, 2.7101], [-0.5984, -0.7683, 2.3617], [-0.2644, 0.8045, -2.4703], [1.5531, 1.0272, 0.8396], [0.6895, 1.3174, -0.2239], [2.1457, -0.2219, 0.9313], [0.5475, 0.4136, -1.2643], [1.9502, -1.1335, -0.0971], [1.2520, -0.7941, -1.2438], [1.9686, 1.8841, 1.3689], [0.1525, 2.2546, -0.1877], [2.7891, -0.4254, 1.7722], [2.4720, -2.0831, -0.0404], [-0.8201, 1.7196, -2.2409], [-0.9935, 0.0650, -2.8215], [1.4475, -1.3099, -2.1746], [0.3360, 0.9994, -3.3634]], "lumo_ev": 1.1, "total_charge": 0, "smiles": "Cc1ccccc1.CC", "orbital_gap_ev": 10.055, "total_energy_ha": -351.2973}

[7]
{"formula": "C9H14", "method": "ωB97M-V/def2-TZVPD", "symbols": ["C", "C", "C", "C", "C", "C", "C", "C", "C", "H", "H", "H", "H", "H", "H", "H", "H", "H", "H", "H", "H", "H", "H"], "coordinates": [[0.8911, 0.1604, 1.7861], [1.5223, 1.2435, 1.7758], [0.1930, -1.0737, 1.8777], [0.8446, 1.0140, 0.3921], [-0.2617, -0.7351, 0.4926], [-0.1903, 1.9877, -0.1674], [1.8407, 0.8370, -0.7343], [0.2164, -1.4527, -0.6980], [-1.7602, -0.5240, 0.4966], [0.6689, -1.9823, 2.0230], [-0.6422, -0.9992, 2.6576], [0.1606, 2.9947, -0.2834], [-1.0358, 2.0732, 0.5508], [-0.6156, 1.6340, -1.0855], [2.2993, 1.8049, -0.7516], [1.3075, 0.5216, -1.6678], [2.6539, 0.1233, -0.6223], [1.3497, -1.6394, -0.6416], [0.0224, -0.9728, -1.6697], [-0.2629, -2.4476, -0.7523], [-2.0903, -1.5760, 0.4581], [-2.1805, 0.0541, -0.3688], [-2.0840, -0.0299, 1.3458]], "lumo_ev": 0.7, "total_charge": 0, "orbital_gap_ev": 8.897, "total_energy_ha": -351.1042}

[8]
{"formula": "C9H14", "method": "ωB97M-V/def2-TZVPD", "symbols": ["C", "C", "C", "C", "C", "C", "C", "H", "H", "H", "H", "H", "H", "H", "H", "C", "C", "H", "H", "H", "H", "H", "H"], "coordinates": [[1.4547, 1.0367, -1.7219], [0.1837, -2.2247, -0.5301], [1.1021, -1.2210, -1.1107], [-1.1314, -2.0649, -0.3942], [0.4557, -0.0390, -1.4798], [-1.7263, -0.9896, -1.0608], [-0.9159, 0.1444, -1.2911], [0.7769, -3.1200, -0.0246], [2.1521, -1.4555, -1.2761], [-1.8515, -2.5274, 0.2298], [-2.7990, -0.8415, -1.0477], [1.3278, 1.7859, -2.4836], [2.4081, 0.6472, -2.0942], [-1.3627, 0.9635, -1.7121], [1.5426, 1.4763, -0.7355], [-0.6507, 1.6799, 2.8553], [0.8077, 2.2243, 3.2552], [-1.4475, 1.4722, 3.6512], [-1.1544, 2.3464, 2.1953], [-0.4192, 0.7618, 2.2854], [1.5027, 1.8898, 2.3477], [0.9393, 1.9591, 4.3887], [0.9072, 3.3650, 3.1439]], "lumo_ev": 0.9, "total_charge": 0, "smiles": "Cc1ccccc1.CC", "orbital_gap_ev": 9.908, "total_energy_ha": -351.2339}

How do the records compare in highest occupied orbital energy? In the order shown, they have -8.99; -8.96; -8.92; -9.01; -9.00; -8.99; -8.21; -8.98 eV.
How do the records compare in relative energy (zero: lowest compared OMol25 entry of this formula, charge and spin)? In the order shown, they have 1.163; 2.016; 2.135; 1.729; 0.565; 0.894; 6.150; 2.621 eV.